C4H7FS | ωB97M-V/def2-TZVPD

```
13
C4H7FS, DFT ωB97M-V/def2-TZVPD
S 0.91 0.78 2.17
F 0.17 1.82 -0.38
C -0.59 -0.43 0.08
C -0.20 0.63 -0.90
C 0.47 -0.68 1.16
C -0.45 0.62 -2.19
H 0.08 -1.46 1.82
H -0.45 1.57 -2.74
H -0.71 -0.28 -2.76
H 1.40 -1.03 0.69
H -1.50 -0.17 0.60
H -0.77 -1.32 -0.52
H 1.63 -0.05 2.97
```

Computed properties:
Energy relative to the best compared isomer or geometry (same formula, charge and spin) in kJ/mol: 105.9
Molecular weight in g/mol: 106.16
SMILES: C=C(F)CCS

Results of the natural (NBO) charge analysis, in e, for atoms 1 through 8:
1 S -0.0269
2 F -0.3369
3 C -0.4825
4 C 0.4059
5 C -0.5053
6 C -0.4872
7 H 0.2154
8 H 0.2181

***

C47H110Br3NO | ωB97M-V/def2-TZVPD

```
162
C47H110Br3NO, DFT ωB97M-V/def2-TZVPD
Br 0.26 0.79 2.31
Br -1.16 -0.53 -0.48
Br -0.91 -2.24 2.35
O -6.55 -0.51 3.20
N -8.94 1.52 1.09
C 5.95 0.94 7.75
C -8.26 -5.34 -4.32
C 0.96 8.63 4.04
C 5.95 -5.00 2.17
C 0.32 5.51 -1.88
C 6.17 2.48 7.88
C 5.75 3.28 6.61
C -2.28 6.51 4.08
C -0.30 -6.05 -5.54
C -1.34 7.73 4.10
C 7.09 -5.61 3.09
C -1.74 -6.56 -5.57
C 5.83 2.23 -4.63
C -1.21 5.45 -2.06
C 2.28 1.75 -8.58
C 8.02 -7.69 4.28
C -3.19 -8.28 -6.85
C -1.19 -0.48 1.57
C 3.85 1.71 -5.97
C 1.61 1.60 -7.23
C 4.52 8.12 -2.00
C -7.62 1.03 1.53
C -7.84 -4.63 -3.00
C -3.52 -8.98 -8.18
C 0.09 7.33 3.96
C 4.68 1.25 -4.76
C -5.81 -5.75 0.20
C -2.27 5.67 5.32
C -6.63 -1.04 4.49
C 0.17 -5.68 -4.16
C 3.06 8.18 -2.33
C 4.55 0.61 7.23
C 0.95 6.79 -2.37
C -9.17 -4.48 -5.21
C 7.03 -7.12 3.19
C -6.86 -5.45 -2.12
C 5.25 -2.85 1.05
C -7.72 0.19 2.83
C 5.87 4.78 6.83
C -2.19 -7.13 -6.98
C -3.50 4.80 5.57
C 4.28 -0.88 7.33
C -6.59 -4.84 -0.75
C -6.72 2.21 1.62
C 2.57 0.96 -6.20
C 6.20 -3.48 2.10
C 2.42 6.86 -2.04
H 8.11 -5.34 2.82
H 3.35 -1.21 6.87
H 6.91 5.11 6.81
H 4.16 -2.89 1.17
H 0.76 0.93 -7.36
H -1.31 -7.60 -7.44
H -2.28 6.26 6.24
H 6.10 -5.42 1.17
H 3.66 2.76 -5.74
H 1.34 8.83 5.04
H -1.98 -7.30 -4.80
H -2.17 -0.19 1.94
H 1.78 2.39 -9.32
H -2.41 -5.73 -5.36
H 5.93 -2.97 3.03
H 4.61 8.30 -0.93
H 5.13 -1.45 6.97
H 3.83 1.05 7.92
H -8.83 -6.22 -4.04
H 6.07 0.48 8.72
H -5.84 -1.78 4.64
H -7.58 -1.59 4.52
H -5.98 -5.69 -2.71
H -2.77 -9.07 -6.22
H -7.41 -5.68 -4.91
H 7.79 -8.70 4.61
H -3.25 4.12 6.39
H 1.21 2.54 -6.85
H 0.35 7.49 -1.78
H -9.44 1.96 1.85
H -4.06 -7.90 -6.30
H 1.84 8.35 3.47
H 5.43 -3.27 0.06
H -0.59 -5.10 -3.64
H -5.75 -5.41 1.23
H 0.68 6.88 -3.43
H -5.71 2.00 1.95
H -1.57 5.94 -2.96
H 6.70 0.52 7.08
H -4.39 5.40 5.75
H 4.98 0.21 -4.71
H 7.91 -7.19 5.24
H 5.41 5.13 7.76
H -6.00 -3.93 -0.85
H 6.33 2.97 5.74
H 0.55 5.46 -0.81
H -10.10 -4.24 -4.68
H -3.33 6.82 4.02
H 3.29 2.17 -8.54
H -3.70 -8.25 -8.97
H -7.94 0.85 3.67
H 2.58 8.95 -1.72
H -8.67 -3.57 -5.53
H -1.43 8.25 5.06
H 2.86 8.49 -3.35
H -8.76 -4.36 -2.48
H -2.15 5.86 3.23
H -7.49 -4.43 -0.30
H 4.70 3.05 6.44
H 0.40 -6.74 -6.02
H 9.07 -7.65 3.99
H -4.41 -9.59 -8.01
H -2.49 -6.36 -7.69
H -7.30 -6.44 -1.97
H 2.84 -0.09 -6.34
H 4.15 1.44 -3.83
H 0.29 -6.62 -3.62
H 0.81 4.64 -2.31
H 1.16 -5.22 -4.11
H 2.93 6.15 -2.70
H 4.98 -5.26 2.59
H 0.41 6.54 4.63
H 4.25 0.96 6.24
H -6.10 -6.79 0.09
H 4.24 -1.25 8.36
H 5.39 5.23 5.96
H -8.51 -0.53 2.63
H -3.64 4.11 4.74
H 2.57 6.71 -0.97
H -9.45 0.65 1.04
H 6.44 2.18 -3.72
H -7.23 2.95 2.25
H 0.50 9.51 3.59
H -6.77 2.66 0.63
H 5.17 8.91 -2.38
H 2.40 0.76 -9.01
H 4.51 1.74 -6.84
H 0.18 6.90 2.96
H -6.79 -0.32 5.28
H 6.90 -5.19 4.08
H 7.19 -7.50 2.18
H -0.37 -5.13 -6.13
H 5.57 2.82 8.72
H -4.79 -5.75 -0.16
H -1.66 4.46 -2.02
H 5.06 7.22 -2.29
H 6.45 2.12 -5.52
H 6.02 -7.31 3.54
H 7.25 -3.25 1.95
H -1.59 8.35 3.24
H 7.13 2.75 8.33
H -7.09 0.48 0.76
H -2.65 -9.53 -8.54
H -7.44 -3.63 -3.17
H 5.37 -1.77 1.09
H -9.47 -5.01 -6.11
H 2.05 1.02 -5.24
H 5.47 3.25 -4.51
H -1.67 6.02 -1.25
H -1.37 5.05 5.34
```

Computed properties:
Energy relative to the best compared isomer or geometry (same formula, charge and spin) in kJ/mol: 346.3
Molecular weight in g/mol: 945.11
SMILES: COC[C@H](C)N.BrC(Br)Br.CCCCCC.CCCCCC.CCCCCC.CCCCCC.CCCCCC.CCCCCC.CCCCCC

Results of the Löwdin charge analysis, in e, for atoms 1 through 8:
1 Br 0.4476
2 Br 0.4714
3 Br 0.5354
4 O -0.1862
5 N 0.0461
6 C -0.2138
7 C -0.2647
8 C -0.1008